Record 1
36
Properties=species:S:1:pos:R:3 method="wB97M-V/def2-TZVPD" e_lumo_ev=0.955 relative_energy_ev=3.146 gap_ev=9.1 total_charge=0 homo_energy_ev=-8.1061
C 1.87127 -1.18394 -2.54607
C 1.05447 0.06089 -2.33477
C -0.49890 0.04110 -2.24182
C -0.96136 -0.02429 -0.75841
O -0.65876 1.28720 -0.03616
C -1.16691 1.44080 1.24355
C -0.46499 2.72853 1.73367
C 0.18042 2.83709 3.00641
C 1.11592 3.96978 2.96979
C 0.70267 4.59764 1.71836
O -0.35571 3.90870 1.00956
O -0.68758 0.29047 2.05742
C -0.98687 -0.97642 1.53911
C -0.50617 -1.18637 0.13754
C -0.86516 -2.57139 -0.37601
C 0.06830 -3.73223 -0.15907
H 1.68782 -1.57286 -3.52132
H 1.81278 -1.89429 -1.68541
H 2.88908 -0.88912 -2.61811
H 1.55564 0.58252 -1.51277
H 1.14479 0.50351 -3.32305
H -0.81783 -0.92184 -2.64831
H -1.05019 0.91566 -2.69074
H -2.01685 -0.10005 -0.89465
H -2.28749 1.61202 1.23532
H 0.16622 2.03287 3.76014
H 1.90941 4.20477 3.62700
H 1.15130 5.46616 1.26898
H -2.14209 -1.04731 1.63968
H -0.59069 -1.78870 2.12028
H 0.63158 -1.11169 0.15603
H -1.75801 -2.84147 0.01419
H -1.03680 -2.46188 -1.46189
H 0.27294 -4.22405 -1.17900
H 1.01483 -3.45283 0.31804
H -0.37710 -4.49897 0.43250

Record 2
71
Properties=species:S:1:pos:R:3 method="wB97M-V/def2-TZVPD" e_lumo_ev=-2.015 relative_energy_ev=0.225 gap_ev=8.4 total_charge=+1 homo_energy_ev=-10.4245
C 2.50842 2.15526 3.38842
C 1.51273 3.05492 4.10704
C 2.00982 4.49921 4.11497
N 0.14770 2.87371 3.50158
C -0.12037 3.70032 2.30569
C -0.58022 2.76345 1.15516
N 0.01763 1.46635 1.39978
C -0.78433 0.28050 1.15609
C -0.22808 -0.86916 2.00823
O -0.25931 -0.42265 3.35623
C 1.22507 -1.24978 1.60058
O 1.65750 -0.66414 0.40075
C 1.34500 -1.27334 -0.80057
C 0.48271 -2.34932 -0.94968
C 0.25002 -2.86927 -2.21024
C 0.84730 -2.33445 -3.34582
C 0.57778 -2.99035 -4.68867
C 1.40416 -4.28460 -4.71918
C 1.00011 -2.11773 -5.87910
C -0.91815 -3.23215 -4.82348
C -1.45773 -4.43047 -5.26885
C -2.82798 -4.58077 -5.40825
C -3.68164 -3.53549 -5.10806
C -3.15464 -2.33304 -4.66756
C -1.78779 -2.18536 -4.52886
C 1.70126 -1.25113 -3.17980
C 1.94777 -0.72505 -1.92660
C -0.93802 2.83661 4.53547
C -2.24805 2.35304 3.93261
C -1.12141 4.16447 5.25865
H 2.19266 1.11695 3.43640
H 2.62492 2.44415 2.34732
H 3.48018 2.23626 3.86740
H 1.42548 2.71105 5.14108
H 2.77559 4.59885 4.87965
H 2.46784 4.77338 3.16797
H 1.22162 5.20980 4.33900
H 0.15761 1.90505 2.99659
H 0.79913 4.19860 2.00926
H -0.86877 4.46276 2.50947
H -0.29812 3.20401 0.19477
H -1.66610 2.65999 1.16353
H 0.91426 1.35013 0.93683
H -1.81178 0.47218 1.47244
H -0.80521 -0.02148 0.10237
H -0.89485 -1.73196 1.88557
H -0.10760 -1.17309 3.93985
H 1.90550 -0.85587 2.36340
H 1.34365 -2.33810 1.56980
H -0.01464 -2.79375 -0.10117
H -0.42454 -3.70648 -2.30994
H 1.35676 -4.75019 -5.70002
H 1.05353 -4.99097 -3.97067
H 2.44589 -4.05212 -4.50584
H 0.67588 -2.59326 -6.80230
H 0.53928 -1.13427 -5.82681
H 2.08107 -2.00674 -5.91901
H -0.81761 -5.26274 -5.51400
H -3.22749 -5.52199 -5.75594
H -4.74895 -3.65437 -5.21873
H -3.81120 -1.50712 -4.43447
H -1.38501 -1.24336 -4.18212
H 2.19037 -0.80307 -4.02897
H 2.61908 0.11056 -1.80163
H -0.61463 2.08161 5.25964
H -2.10689 1.39246 3.44784
H -2.66612 3.06970 3.23199
H -2.97137 2.21559 4.73150
H -1.94716 4.06736 5.95803
H -1.36833 4.97038 4.57250
H -0.24122 4.44051 5.83094

Record 3
14
Properties=species:S:1:pos:R:3 method="wB97M-V/def2-TZVPD" e_lumo_ev=0.805 relative_energy_ev=5.760 gap_ev=8.6 total_charge=0 homo_energy_ev=-7.8046
C 2.86293 -0.49528 -0.02975
N 1.60973 0.48937 -0.02945
C 0.34395 -0.12382 -0.13386
N -0.78948 0.46529 -0.71143
S -2.12803 -0.84866 -0.24422
C -3.52317 0.42850 0.13373
H 2.90579 -1.59576 -0.62839
H 3.72776 -0.64390 0.97360
H 3.38859 0.20816 -0.77744
H 1.95882 1.46673 -0.05583
H 0.58472 -1.16034 0.48787
H -4.49164 -0.08676 0.39926
H -3.01550 0.72453 1.13991
H -3.43448 1.17192 -0.52398

Record 4
112
Properties=species:S:1:pos:R:3 method="wB97M-V/def2-TZVPD" spin_multiplicity=6 e_lumo_ev="-0.668 / -0.738" gap_ev="5.6 / 6.1" total_charge=0 homo_energy_ev="-6.3075 / -6.8876" s_squared=8.87
Mn 1.04704 -0.73783 1.69262
C 0.69623 1.76670 4.11394
N 1.54944 1.53615 2.96766
C 1.70046 2.63313 2.03377
C 2.55164 2.11639 0.92545
N 2.76865 0.83841 0.76397
C 3.70963 0.73647 -0.23522
C 4.35537 -0.37623 -0.75905
C 5.33278 -0.15882 -1.70686
C 5.66156 1.12769 -2.13995
C 5.02250 2.24656 -1.64043
C 4.04682 2.03271 -0.68293
N 3.27678 2.88850 0.07394
C 0.30197 0.43522 4.66685
N 0.40701 -0.67148 3.98441
C -0.20937 -1.64234 4.73109
C -0.48721 -2.96583 4.41691
C -1.19082 -3.70343 5.34387
C -1.58846 -3.15445 6.56397
C -1.33189 -1.83597 6.88864
C -0.65247 -1.07874 5.94708
N -0.30532 0.25257 5.87147
H -0.21515 2.27423 3.77041
H 1.16994 2.39837 4.88744
H 2.46741 1.22871 3.28432
H 2.18263 3.52221 2.48446
H 0.70860 2.91705 1.66448
H 4.10390 -1.35951 -0.40598
H 5.86610 -1.00443 -2.11509
H 6.44476 1.25039 -2.87358
H 5.28004 3.24025 -1.97681
H 3.27594 3.89349 0.02965
H -0.18433 -3.36179 3.45907
H -1.44228 -4.73005 5.12390
H -2.13896 -3.77137 7.25655
H -1.64950 -1.41628 7.82957
H -0.49568 0.97044 6.55174
C -3.71000 1.20492 -3.48141
C -4.45032 1.27371 -2.14496
C -4.98439 2.70549 -1.99022
C -5.61207 0.27129 -2.18930
C -3.54922 0.95430 -0.96387
C -2.20364 0.70636 -1.10068
C -1.40531 0.45167 0.02994
N -0.09777 0.17545 0.04360
C 0.62876 -0.08229 -1.10401
C 0.75134 0.74594 -2.20531
C 1.51461 0.33490 -3.29374
C 2.00175 -0.96872 -3.28150
C 1.89959 -1.84225 -2.20024
C 1.32780 -1.33551 -1.01449
O 1.36769 -1.87838 0.16690
C 2.36057 -3.28634 -2.37657
C 3.87867 -3.36364 -2.58859
C 1.99045 -4.17596 -1.18827
C 1.66836 -3.85887 -3.62667
C 1.75799 1.23240 -4.49875
C 0.86234 0.76671 -5.65566
C 3.22631 1.15909 -4.94067
C 1.45651 2.70231 -4.18507
C -2.02045 0.36642 1.34798
O -1.27177 0.02437 2.30885
C -3.41912 0.64407 1.46840
C -4.12142 0.93578 0.32642
C -4.05739 0.66562 2.85022
C -5.55813 0.97125 2.82468
C -3.87080 -0.68955 3.54429
C -3.33641 1.75793 3.65345
H -4.40430 1.42407 -4.28968
H -3.29758 0.21329 -3.64603
H -2.90779 1.93871 -3.51191
H -5.63078 2.96044 -2.82877
H -4.14953 3.40435 -1.96948
H -5.55161 2.82771 -1.07176
H -6.22876 0.45560 -3.06693
H -6.24227 0.34779 -1.30680
H -5.22352 -0.74401 -2.24521
H -1.73662 0.68623 -2.06996
H 0.28448 1.71960 -2.17353
H 2.50822 -1.32547 -4.16394
H 4.40529 -3.17634 -1.65734
H 4.20883 -2.63935 -3.32811
H 4.15063 -4.35817 -2.93729
H 2.50705 -3.86466 -0.28545
H 2.26556 -5.20730 -1.40393
H 0.92143 -4.14272 -0.99303
H 2.01592 -3.36680 -4.53086
H 0.59011 -3.73433 -3.56128
H 1.88562 -4.92110 -3.71959
H 1.09907 -0.25851 -5.93029
H 1.01550 1.40118 -6.52691
H -0.18766 0.80893 -5.37291
H 3.48581 0.17430 -5.31667
H 3.88207 1.39311 -4.10580
H 3.40687 1.87612 -5.73996
H 0.39408 2.87527 -4.03377
H 1.77707 3.32542 -5.01760
H 1.99817 3.01952 -3.29585
H -5.17126 1.15295 0.40494
H -6.10438 0.18524 2.30641
H -5.77034 1.92640 2.34920
H -5.93011 1.02162 3.84684
H -4.43575 -1.46442 3.02959
H -4.22261 -0.63279 4.57217
H -2.82278 -0.97347 3.54978
H -3.51044 2.73583 3.20155
H -2.27184 1.54600 3.65040
H -3.68997 1.78276 4.68292
F 3.70664 -1.85110 1.84883
C 2.58876 -1.60674 2.58866
F 2.22288 -2.84519 3.03114
F 3.10951 -0.99556 3.71213